[1]
{"formula": "C4H5N3O3", "method": "wB97M-V/def2-TZVPD", "total_charge": 0, "orbital_gap_ev": 10.0, "e_lumo_ev": -0.296, "relative_energy_kcal_mol": 146.1, "energy_ev": -14836.45674, "symbols": ["C", "C", "C", "C", "N", "N", "N", "O", "O", "O", "H", "H", "H", "H", "H"], "coordinates": [[0.7406, -0.1086, -0.0700], [-1.5180, -1.2916, 0.0988], [-0.5277, 0.3521, 0.5324], [1.9865, 0.6249, -0.0752], [0.6963, -1.2808, -0.5732], [-0.4832, -1.9136, -0.4314], [-1.2242, 1.4571, -0.0390], [-2.6330, -1.5502, 0.4576], [-1.8807, 2.1209, 0.7706], [-1.1466, 1.8109, -1.1917], [-0.4030, 0.3066, 1.5646], [2.6523, -0.2451, -0.3046], [2.2182, 1.1200, 1.0008], [2.0958, 1.4869, -0.8781], [-0.5732, -2.8894, -0.8618]]}

***

[2]
{"formula": "C4H5N3S", "method": "wB97M-V/def2-TZVPD", "smiles": "Nc1cnc(S)cn1", "total_charge": 0, "orbital_gap_ev": 8.7, "e_lumo_ev": 0.578, "relative_energy_kcal_mol": 7.0, "energy_ev": -19534.57887, "symbols": ["N", "C", "C", "N", "C", "S", "C", "N", "H", "H", "H", "H", "H"], "coordinates": [[-2.5269, -0.0755, -0.0884], [-1.1434, -0.0756, -0.0365], [-0.4053, -1.2853, -0.0435], [0.9214, -1.2856, -0.0282], [1.5422, -0.1097, -0.0276], [3.3125, -0.1872, -0.0223], [0.8080, 1.0818, -0.0283], [-0.5226, 1.0937, -0.0231], [-2.9509, 0.7814, 0.1246], [-2.9642, -0.8891, 0.2961], [-0.9011, -2.2512, -0.0428], [3.5036, 1.1288, -0.0383], [1.3267, 2.0737, -0.0416]]}

***

[3]
{"formula": "C4H5N3S", "method": "wB97M-V/def2-TZVPD", "multiplicity": 3, "total_charge": 0, "orbital_gap_ev": [5.1, 7.2], "e_lumo_ev": [0.444, -2.494], "relative_energy_kcal_mol": 34.0, "energy_ev": -19528.14700, "symbols": ["C", "C", "C", "C", "N", "N", "N", "S", "H", "H", "H", "H", "H"], "coordinates": [[1.7536, 1.0127, -2.1636], [1.1200, 0.1388, -1.2709], [-0.8190, 0.3460, 0.1493], [0.1675, -0.6935, 0.8532], [1.0414, 2.1167, -2.2535], [0.0426, 2.0179, -1.4031], [0.0778, 0.8297, -0.8777], [1.2127, -1.5032, -0.3999], [2.7475, 0.8116, -2.7249], [-1.5433, -0.1874, -0.3798], [-1.1532, 1.0778, 0.9063], [0.8860, -0.0828, 1.4206], [-0.3431, -1.3985, 1.4178]]}

***

[4]
{"formula": "C4H5N5", "method": "wB97M-V/def2-TZVPD", "smiles": "Cc1cn2nnnc2[nH]1", "total_charge": 0, "orbital_gap_ev": 9.4, "e_lumo_ev": 0.512, "relative_energy_kcal_mol": 47.8, "energy_ev": -11676.53767, "symbols": ["C", "C", "C", "N", "N", "N", "N", "C", "N", "H", "H", "H", "H", "H"], "coordinates": [[-2.1828, -0.0692, 0.0959], [-0.7365, 0.0570, -0.0553], [0.0807, -1.0525, -0.1327], [1.3465, -0.6610, -0.1243], [2.5985, -1.0240, -0.0609], [3.3190, 0.0119, 0.0521], [2.6587, 1.1533, 0.0520], [1.3775, 0.8314, -0.0221], [0.0704, 1.2264, -0.0975], [-2.6621, -0.7619, -0.6128], [-2.5515, -0.5522, 1.0333], [-2.9198, 0.7702, -0.0644], [-0.3567, -2.0698, -0.3807], [-0.0419, 2.1405, 0.3174]]}

***

[5]
{"formula": "C4H5NO", "method": "wB97M-V/def2-TZVPD", "total_charge": 0, "orbital_gap_ev": 9.3, "e_lumo_ev": 0.870, "relative_energy_kcal_mol": 75.7, "energy_ev": -7763.24386, "symbols": ["N", "C", "C", "C", "C", "O", "H", "H", "H", "H", "H"], "coordinates": [[1.4681, 0.1434, 0.2779], [1.2707, -1.1176, -0.3215], [0.4881, 0.9869, -0.3136], [-0.7869, 0.6727, -0.1149], [-1.0517, -0.7271, 0.3636], [0.0684, -1.5660, -0.0321], [2.4010, 0.4526, 0.0725], [0.8885, 1.7874, -0.9233], [-1.5952, 1.3847, -0.2194], [-1.8577, -1.1787, -0.2164], [-1.2789, -0.8258, 1.4223]]}

***

[6]
{"formula": "C4H5NO", "method": "wB97M-V/def2-TZVPD", "smiles": "CC=C=CN=O", "total_charge": 0, "orbital_gap_ev": 8.6, "e_lumo_ev": -0.372, "relative_energy_kcal_mol": 96.9, "energy_ev": -7762.32465, "symbols": ["C", "C", "C", "C", "N", "O", "H", "H", "H", "H", "H"], "coordinates": [[0.2231, -0.0114, 1.7882], [-0.2855, -0.6322, 0.5185], [-0.6718, -0.0627, -0.5857], [-0.6835, 0.3601, -1.8319], [0.5983, 0.5521, -2.4974], [1.5416, 0.6157, -1.7476], [0.2445, 1.0796, 1.7510], [-0.3700, -0.3363, 2.6479], [1.2498, -0.3642, 1.9466], [-0.3003, -1.7215, 0.4774], [-1.5463, 0.5210, -2.4671]]}